C6H20ClI2OP2Pd | ωB97M-V/def2-TZVPD

## Properties
largest force on an atom	3.3	eV/Å
HOMO energy (spin up / spin down)	-0.764 / -0.777	hartree
spin multiplicity	5
orbital gap (spin up / spin down)	7.512 / 5.817	eV
net charge	+3

XYZ file:
```
33
C6H20ClI2OP2Pd | the OMol25 dataset | ωB97M-V/def2-TZVPD
I -1.89 -0.95 1.18
I 1.24 1.87 0.94
Pd 0.15 -0.19 -0.54
P 1.51 -1.63 0.66
C 1.51 -1.49 2.46
C 1.06 -3.33 0.27
H 1.88 -3.98 0.60
H 3.79 -2.27 0.48
H 0.91 -3.40 -0.81
H 3.22 -1.34 -0.97
H 0.50 -1.69 2.85
H 0.13 -3.58 0.79
C 3.21 -1.41 0.13
H 2.21 -2.24 2.84
H 3.59 -0.47 0.55
H 1.83 -0.49 2.76
P -1.34 1.39 -1.30
C -2.20 2.42 -0.09
C -0.49 2.50 -2.42
H -2.13 -0.17 -2.92
H -3.13 1.34 -2.87
H -3.32 0.07 -1.60
C -2.62 0.57 -2.28
H 0.14 1.90 -3.09
H -1.25 3.06 -2.99
H -2.85 3.11 -0.65
H -1.46 2.98 0.50
H 0.14 3.19 -1.84
H -2.79 1.80 0.58
Cl 0.73 -1.03 -2.68
O -0.85 1.28 3.54
H -1.30 0.57 3.01
H -0.15 1.60 2.93
```